(1)
DFT (wB97M-V/def2-TZVPD) results for an isolated ion of composition C5H10N3OS and charge +1 in a non-equilibrium geometry.

Element x y z (Å)
C1 -2.020698 -1.801928 0.237020
N1 -1.302822 -0.591911 0.576865
C2 -0.090456 -0.464749 1.045014
N2 0.048032 1.252136 1.034896
C3 1.291900 1.548680 0.416851
C4 1.419144 0.679098 -0.941106
O1 1.426299 -0.723006 -0.854475
N3 -1.072705 1.621228 0.356579
C5 -1.943609 0.593752 0.207988
S1 -3.493976 0.696828 -0.338151
H1 -2.398485 -1.608677 -0.850306
H2 -2.859686 -2.013378 0.877826
H3 -1.230402 -2.687038 0.355405
H4 0.584876 -0.928582 1.696305
H5 2.248622 1.294929 0.912407
H6 1.441461 2.522720 -0.014876
H7 2.388143 1.146216 -1.446490
H8 0.445491 0.991331 -1.554616
H9 2.215644 -1.047019 -0.425928
H10 -1.133146 2.467652 -0.180817

Force components x, y, z for each atom (eV/Å):
1.69 -2.61 -1.65
1.18 -0.90 0.92
-2.45 7.34 -0.94
0.80 -5.00 1.66
2.39 -2.14 -3.37
-0.04 3.17 -1.62
-0.91 0.61 0.55
-0.33 -1.50 0.10
-1.66 2.01 -1.24
0.83 -0.04 0.30
0.77 -0.85 2.00
-0.26 0.30 0.27
-1.89 1.82 -0.60
0.61 -1.32 0.45
-1.09 0.21 0.98
-0.59 0.90 0.55
-2.02 -1.32 0.63
2.31 -0.95 0.86
0.71 -0.08 0.03
-0.05 0.35 0.12

Summary:
Total charge: +1
Orbital gap, eV: 7.464
Energy relative to the best compared isomer or geometry (same formula, charge and spin), eV: 3.566
Largest force on an atom, eV/Å: 7.793
Highest occupied orbital energy, eV: -12.60
SMILES string: C[n+]1cn(CCO)[nH]c1=S
Lowest unoccupied orbital energy, eV: -5.13
Calculated total energy, Eh: -833.8160

These are the natural (NBO) partial charges, in e, on atoms 1 to 6:
1 C -0.4333
2 N -0.3671
3 C 0.4187
4 N -0.1732
5 C -0.3025
6 C -0.0942


(2)
DFT (wB97M-V/def2-TZVPD) results for C2H5IS as an isolated structure in a non-equilibrium geometry.

Element x y z (Å)
C1 -0.807154 0.103899 -0.618422
C2 -0.448544 0.683428 0.716629
S1 -0.441964 -1.582324 0.258188
I1 3.512227 0.121878 -0.113912
H1 -1.826912 0.250314 -0.754998
H2 -0.102938 0.449658 -1.468346
H3 0.601767 0.765529 1.067195
H4 -1.168664 0.957895 1.387838
H5 0.682178 -1.750281 -0.474171

Force components x, y, z for each atom (eV/Å):
2.81 1.54 1.17
3.22 -3.11 -2.47
-0.67 2.28 -0.61
-0.82 -0.11 0.00
-1.69 -0.23 -0.84
-1.01 -1.28 1.41
-0.33 0.17 -0.80
-2.11 0.36 1.68
0.59 0.38 0.47

Summary:
Orbital gap (spin up / spin down), eV: 4.035 / 4.035
Energy relative to the best compared isomer or geometry (same formula, charge and spin), eV: 3.176
Largest force on an atom, eV/Å: 5.112
Highest occupied orbital energy (spin up / spin down), eV: -6.96 / -6.96
Lowest unoccupied orbital energy (spin up / spin down), eV: -2.92 / -2.92
Calculated total energy, Eh: -774.9496

These are the natural (NBO) partial charges, in e, on atoms 1 to 6:
1 C -0.5169
2 C -0.0315
3 S 0.2205
4 I -0.9306
5 H 0.2326
6 H 0.3167


(3)
DFT (wB97M-V/def2-TZVPD) results for C4H7CsMgO2 as an isolated structure in a non-equilibrium geometry.

Element x y z (Å)
H1 -0.772601 -1.129290 2.162865
C1 0.344592 -0.429857 -0.713759
C2 -0.488237 -0.987685 0.416356
C3 -1.479395 0.068171 0.118917
C4 -1.100116 1.509871 0.186818
O1 0.245196 1.527917 0.460997
O2 1.631970 -0.311991 -0.616333
Cs1 5.715365 -0.900958 -1.708285
Mg1 2.124403 1.359162 0.456527
H2 0.005959 -0.692187 -1.728456
H3 -1.112658 -2.221658 0.080684
H4 0.206102 -1.587430 1.010826
H5 -2.415451 -0.194874 -0.375350
H6 -1.646256 1.973583 1.034797
H7 -1.258875 2.017228 -0.786609

Force components x, y, z for each atom (eV/Å):
-0.44 0.04 1.31
-0.44 -2.69 -1.36
-1.08 -4.53 -3.32
0.45 0.58 -0.30
1.06 -0.40 0.82
1.07 1.33 0.76
0.98 0.40 0.48
-0.18 0.00 0.00
-2.00 -0.45 -0.53
-0.17 0.72 0.24
1.67 3.77 0.34
-0.18 1.23 1.21
0.16 -0.19 0.38
-0.36 0.25 -0.55
-0.56 -0.03 0.52

Summary:
Total charge: +1
Multiplicity: 2
Orbital gap (spin up / spin down), eV: 3.680 / 3.698
Energy relative to the best compared isomer or geometry (same formula, charge and spin), eV: 6.283
Largest force on an atom, eV/Å: 5.719
Highest occupied orbital energy (spin up / spin down), eV: -8.48 / -8.49
Lowest unoccupied orbital energy (spin up / spin down), eV: -4.80 / -4.79
Calculated total energy, Eh: -526.7596

These are the natural (NBO) partial charges, in e, on atoms 1 to 6:
1 H -0.0015
2 C 0.2528
3 C -0.6308
4 C -0.0974
5 C -0.1035
6 O -1.1087


(4)
DFT (wB97M-V/def2-TZVPD) results for a 2-piece molecular cluster, C9H14 overall in a non-equilibrium geometry.

Element x y z (Å)
C1 -1.337337 1.441879 1.608385
C2 -1.184919 0.943043 0.209811
C3 -2.053237 0.065963 -0.393487
C4 -1.913795 -0.306762 -1.735031
C5 -0.887249 0.203947 -2.489115
C6 -0.033996 1.151038 -1.900227
C7 -0.131774 1.464886 -0.571215
H1 -1.201248 2.513531 1.701028
H2 -0.746204 1.041255 2.439828
H3 -2.368284 1.257865 1.932090
H4 -2.786489 -0.451443 0.212494
H5 -2.548087 -1.075263 -2.162694
H6 -0.795710 0.128164 -3.562750
H7 0.771027 1.596207 -2.474082
H8 0.611011 2.015241 -0.007103
C8 1.618969 -1.077255 0.430765
C9 2.494771 -1.889614 1.405094
H9 0.556731 -1.280021 0.546609
H10 1.788402 -0.039775 0.635979
H11 1.944821 -1.265811 -0.591082
H12 3.436452 -1.368184 1.557102
H13 2.776475 -2.828082 0.911582
H14 1.989671 -2.240808 2.296018

Force components x, y, z for each atom (eV/Å):
-1.15 -0.09 1.13
1.11 0.67 -0.47
-0.19 -0.80 -0.02
0.10 -0.64 0.17
0.21 1.85 -0.09
0.58 -0.32 -0.20
-0.69 -0.47 0.98
0.08 0.27 -0.36
0.41 -0.47 -0.60
0.03 0.06 -0.03
-0.29 0.22 -0.02
-0.20 0.18 0.09
-0.13 -0.72 -0.04
-0.05 -0.10 -0.12
0.07 0.47 -0.49
0.48 -0.53 0.61
0.00 -0.87 -1.35
0.00 -0.08 -0.19
-0.16 0.69 0.00
-0.23 0.04 -0.07
-0.06 0.01 0.58
0.03 0.04 0.01
0.05 0.58 0.47

Summary:
Orbital gap, eV: 10.039
Energy relative to the best compared isomer or geometry (same formula, charge and spin), eV: 0.551
Largest force on an atom, eV/Å: 1.861
Highest occupied orbital energy, eV: -9.05
SMILES string: Cc1ccccc1.CC
Lowest unoccupied orbital energy, eV: 0.99
Calculated total energy, Eh: -351.3100

These are the natural (NBO) partial charges, in e, on atoms 1 to 6:
1 C -0.6450
2 C -0.0050
3 C -0.2247
4 C -0.2034
5 C -0.2251
6 C -0.2038


(5)
DFT (wB97M-V/def2-TZVPD) results for a 2-piece molecular cluster, C6H14N2O2 overall in a non-equilibrium geometry.

Element x y z (Å)
C1 -0.321784 2.813293 1.143425
C2 -0.212300 -0.659300 2.739578
C3 -0.630061 1.308790 1.245984
O1 -1.289847 0.675074 0.394671
N1 -0.121911 0.814713 2.526246
H1 -0.864546 3.196933 0.330949
H2 -0.368178 1.422593 3.257735
H3 -0.690030 -0.964668 3.656498
H4 -0.826893 3.388919 2.072084
H5 0.753437 2.868513 0.848680
H6 -0.933301 -1.184384 1.913173
H7 0.768779 -1.129998 2.529708
C4 -1.120077 -2.357140 -2.218648
C5 1.800777 0.270088 -1.567400
C6 1.020596 -1.025455 -1.909618
O2 1.617847 -2.035460 -2.314031
N2 -0.296301 -1.069211 -1.727720
H8 -0.709522 -0.207506 -1.490894
H9 -0.471791 -3.239681 -2.015032
H10 2.761005 -0.018089 -1.280310
H11 -1.988943 -2.566871 -1.604194
H12 -1.527188 -2.101929 -3.188316
H13 2.070192 0.783987 -2.502093
H14 1.580041 1.016785 -0.840486

Force components x, y, z for each atom (eV/Å):
-0.88 -0.52 1.40
-1.32 -0.84 -2.87
-0.89 0.05 1.76
2.29 0.63 1.41
-1.24 -2.16 -4.17
-0.77 0.44 -1.28
0.01 0.74 1.09
0.40 0.21 0.54
2.12 -1.25 -1.79
-0.65 0.64 1.16
1.54 1.64 1.74
-0.47 0.31 0.72
0.98 1.17 1.76
0.43 -0.58 -2.07
0.12 1.83 1.62
0.26 -0.13 -0.43
-0.54 -3.77 -1.36
-1.29 1.41 0.66
-0.13 0.85 -1.11
1.67 -1.06 0.63
-0.07 0.87 0.59
0.64 -0.43 -0.51
-0.64 -0.11 -0.07
-1.58 0.06 0.58

Summary:
Total charge: +1
Multiplicity: 2
Orbital gap (spin up / spin down), eV: 9.837 / 4.420
Energy relative to the best compared isomer or geometry (same formula, charge and spin), eV: 2.654
Largest force on an atom, eV/Å: 4.852
Highest occupied orbital energy (spin up / spin down), eV: -13.15 / -13.14
Lowest unoccupied orbital energy (spin up / spin down), eV: -3.31 / -8.72
Calculated total energy, Eh: -496.6343

These are the natural (NBO) partial charges, in e, on atoms 1 to 6:
1 C -0.7252
2 C -0.4384
3 C 0.7142
4 O -0.6630
5 N -0.6462
6 H 0.2338


(6)
DFT (wB97M-V/def2-TZVPD) results for a 11-piece molecular cluster, C11H44N14O11 overall in a non-equilibrium geometry.

Element x y z (Å)
N1 0.960501 -3.810291 -1.214234
C1 1.351883 -4.863590 -1.885121
N2 1.426469 -5.880012 -1.108638
O1 1.715332 -4.795514 -3.052144
H1 1.212346 -3.758547 -0.237511
H2 0.940022 -2.953517 -1.748666
H3 1.054004 -5.921752 -0.170758
H4 1.873615 -6.677268 -1.538227
N3 -3.982898 0.144099 -2.772681
C2 -3.471270 0.760018 -1.728865
N4 -3.830137 0.339101 -0.598786
O2 -2.826108 1.784128 -1.890542
H5 -3.796801 0.586661 -3.661284
H6 -4.571488 -0.673958 -2.706077
H7 -3.737941 1.019056 0.142335
H8 -4.306447 -0.513207 -0.340333
N5 0.766746 0.646628 3.218294
C3 1.764584 0.694219 4.059240
N6 2.050563 1.930453 4.244139
O3 2.359277 -0.277657 4.557161
H9 0.451196 1.467684 2.721917
H10 0.293163 -0.229537 3.050479
H11 1.422952 2.611461 3.841097
H12 2.923829 2.067283 4.732805
N7 1.811238 -1.573573 -4.472132
C4 0.807682 -1.128870 -3.805568
N8 1.147725 -0.223165 -2.999212
O4 -0.294821 -1.546319 -3.866281
H13 1.699732 -2.328098 -5.134215
H14 2.721216 -1.219116 -4.214473
H15 2.083709 0.152620 -2.946207
H16 0.440404 0.217079 -2.428260
N9 3.306067 -1.540938 -0.568700
C5 4.144408 -1.901921 0.311079
N10 4.805071 -2.913577 -0.208504
O5 4.337070 -1.410428 1.388537
H17 2.930633 -0.603308 -0.567790
H18 3.099836 -2.252312 -1.255365
H19 4.587344 -3.240359 -1.139046
H20 5.465977 -3.378891 0.397125
N11 -3.024649 5.463792 0.940844
C6 -2.822434 4.350517 0.272040
N12 -2.279618 4.592972 -0.894203
O6 -3.189321 3.252769 0.697310
H21 -3.600286 5.438092 1.770350
H22 -2.623543 6.327141 0.603417
H23 -2.320454 3.781822 -1.494598
H24 -1.931747 5.504807 -1.154316
N13 -4.305820 1.194014 2.244454
C7 -3.788537 0.684749 3.222700
N14 -2.594867 1.153076 3.378234
O7 -4.341433 -0.247638 3.878356
H25 -3.857861 2.009078 1.850619
H26 -5.218428 0.911029 1.917104
H27 -1.857888 0.599802 3.791576
H28 -2.381888 2.036785 2.938016
C8 3.380910 1.690532 0.616248
O8 2.557850 1.401430 -0.514520
H29 3.404366 2.754667 0.851154
H30 3.043358 1.027763 1.413050
H31 4.399598 1.441922 0.318645
H32 1.630419 1.496475 -0.285553
C9 -0.853395 -3.882983 2.191873
O9 -0.078450 -4.960717 1.615333
H33 -1.083367 -3.105681 1.463167
H34 -1.814918 -4.174312 2.614589
H35 -0.264418 -3.457371 3.004313
H36 -0.156441 -5.642893 2.286261
C10 0.749781 3.238611 -2.550087
O10 1.425874 4.059687 -1.688067
H37 0.531688 2.289126 -2.061182
H38 -0.167154 3.629830 -2.990848
H39 1.399928 3.052407 -3.404927
H40 1.022055 3.870515 -0.837921
C11 -0.532193 -0.448141 -0.181458
O11 -0.627908 0.808652 0.532439
H41 0.511156 -0.750337 -0.090922
H42 -1.213313 -1.183935 0.246092
H43 -0.776154 -0.177364 -1.208714
H44 -1.487179 1.164549 0.294545

Force components x, y, z for each atom (eV/Å):
-1.32 3.95 1.34
1.11 1.84 -2.34
0.89 -5.15 1.46
-0.06 -0.62 -0.74
-0.33 0.19 -0.10
-0.13 0.00 0.21
-0.02 0.11 -0.29
-0.26 -0.17 0.48
-0.66 -1.36 -2.55
0.16 1.98 -4.02
-1.10 -1.61 6.71
1.47 1.34 0.00
-0.01 -0.52 0.09
0.21 0.31 -0.17
0.19 -0.28 0.09
0.08 0.18 -0.55
-3.65 -1.88 -2.48
1.46 -4.25 1.02
2.30 4.06 1.66
-0.87 1.10 -0.44
-0.08 -0.64 -0.10
0.23 0.25 -0.23
0.95 0.40 0.61
-0.33 0.87 -0.09
3.97 -1.97 -3.20
-0.89 -1.72 -1.04
1.62 5.83 5.20
-4.58 -1.69 -0.58
0.17 0.11 0.37
-0.04 -0.56 -0.62
-0.34 0.13 0.12
0.37 -0.13 -0.36
-4.93 2.58 -3.75
1.97 -0.48 1.98
2.95 -3.48 0.24
0.51 0.92 1.79
-0.42 -0.10 -0.19
-0.57 1.00 -0.28
0.60 -0.22 0.48
-0.13 -0.23 -0.45
-0.51 2.21 2.31
-0.90 -0.48 0.66
1.17 -1.17 -2.18
0.15 -0.44 0.03
0.39 0.17 -0.12
-0.46 -0.10 0.39
0.48 0.03 -0.61
-0.23 -0.53 -0.23
-5.56 4.27 -7.94
-0.73 -7.10 6.50
5.02 1.35 2.12
1.35 1.13 -0.59
-0.58 0.13 -0.60
0.04 0.31 0.46
-0.31 0.44 0.27
0.51 -0.42 0.07
0.03 -0.40 -0.32
0.03 -0.05 -0.69
-0.38 0.05 0.23
0.45 0.37 0.45
-0.08 -0.24 0.15
-0.18 0.03 0.33
0.40 0.28 0.22
-0.91 0.45 0.24
0.38 -0.26 -0.24
0.00 -0.48 -0.13
-0.04 0.29 0.01
0.29 -0.34 -0.12
-0.12 -1.33 -1.64
0.14 1.15 1.27
-0.22 -0.14 -0.24
-0.31 0.30 0.31
0.08 -0.24 -0.02
0.28 0.46 0.32
0.12 1.36 0.29
0.27 -0.34 0.20
-0.13 -0.27 -0.08
0.05 -0.08 -0.22
-0.22 -0.88 -0.06
-0.22 0.42 -0.07

Summary:
Orbital gap, eV: 9.220
Energy relative to the best compared isomer or geometry (same formula, charge and spin), eV: 5.322
Largest force on an atom, eV/Å: 10.590
Highest occupied orbital energy, eV: -9.32
SMILES string: NC(N)=O.NC(N)=O.NC(N)=O.NC(N)=O.NC(N)=O.NC(N)=O.NC(N)=O.CO.CO.CO.CO
Lowest unoccupied orbital energy, eV: -0.10
Calculated total energy, Eh: -2039.8048

These are the Mulliken partial charges, in e, on atoms 1 to 6:
1 N -0.1761
2 C 0.5722
3 N -0.3195
4 O -0.6970
5 H 0.2427
6 H -0.0153